Entry from the OMol25 dataset: a single C4H9NO molecule (wB97M-V/def2-TZVPD).

As for the SMILES: CC/C=C(/N)O. The lowest unoccupied orbital energy comes out at 0.863 eV. Its energy above the lowest of the compared OMol25 structures with the same formula, charge and spin is 120.8 kJ/mol. For the strongest force on any atom, the calculation gives 0.32 eV/Å. For the HOMO-LUMO gap, the calculation gives 8.72 eV.

Structure (ORCA input):
```
! RIJCOSX wB97M-V def2-TZVPD def2/J DEFGRID3
* xyz 0 1
C 2.27 -0.01 -0.29
C 0.83 0.12 -0.78
C -0.23 -0.55 0.05
C -1.34 0.06 0.50
N -2.50 -0.60 0.89
O -1.49 1.41 0.64
H 2.97 0.33 -1.06
H 2.52 -1.05 -0.05
H 2.45 0.59 0.61
H 0.58 1.18 -0.93
H 0.77 -0.33 -1.78
H -0.19 -1.63 0.14
H -3.27 0.04 1.05
H -2.77 -1.33 0.24
H -0.61 1.78 0.79
*
```

Entry from the OMol25 dataset: 9 unconnected molecules or ions with the total composition C27H72O9 at a distorted geometry (wB97M-V/def2-TZVPD).

As for the SMILES: CC(C)O.CC(C)O.CC(C)O.CC(C)O.CC(C)O.CC(C)O.CC(C)O.CC(C)O.CC(C)O. The lowest unoccupied orbital energy comes out at 0.406 eV. Its energy above the lowest of the compared OMol25 structures with the same formula, charge and spin is 285.5 kJ/mol. For the strongest force on any atom, the calculation gives 3.21 eV/Å. For the HOMO-LUMO gap, the calculation gives 9.89 eV.

Structure (ORCA input):
```
! RIJCOSX wB97M-V def2-TZVPD def2/J DEFGRID3
* xyz 0 1
C -13.73 -16.36 8.14
C -15.15 -16.72 7.53
C -15.91 -17.66 8.50
O -15.95 -15.61 7.24
H -13.30 -15.60 7.48
H -13.10 -17.21 8.04
H -13.76 -15.99 9.20
H -14.92 -17.27 6.59
H -15.42 -18.64 8.61
H -16.92 -17.83 8.15
H -15.93 -17.28 9.48
H -15.45 -15.00 6.68
C -18.15 -18.88 4.37
C -18.15 -17.35 4.67
C -18.02 -16.46 3.49
O -19.38 -16.88 5.19
H -18.48 -19.49 5.21
H -17.12 -19.11 4.03
H -18.78 -19.08 3.50
H -17.34 -17.20 5.36
H -17.14 -16.62 2.90
H -17.85 -15.41 3.84
H -18.87 -16.48 2.84
H -19.59 -17.18 6.06
C -15.75 -12.77 0.23
C -16.30 -11.32 0.31
C -17.78 -11.15 -0.19
O -16.18 -11.04 1.74
H -16.40 -13.55 0.64
H -14.79 -12.83 0.79
H -15.54 -13.06 -0.81
H -15.70 -10.60 -0.22
H -18.27 -10.20 -0.09
H -18.35 -11.90 0.47
H -17.90 -11.50 -1.21
H -15.82 -10.17 1.92
C -11.97 -10.71 3.21
C -11.13 -11.93 2.88
C -11.65 -12.69 1.69
O -9.73 -11.61 2.73
H -12.26 -10.07 2.30
H -11.48 -10.09 4.03
H -12.89 -11.11 3.73
H -11.21 -12.58 3.80
H -11.66 -12.00 0.81
H -12.69 -12.99 1.82
H -11.09 -13.60 1.55
H -9.39 -11.12 3.51
C -12.25 -10.71 7.77
C -13.72 -10.62 7.86
C -14.26 -9.79 6.75
O -14.23 -11.96 7.85
H -11.96 -11.26 6.87
H -11.70 -11.19 8.58
H -11.90 -9.65 7.71
H -14.03 -10.20 8.83
H -13.85 -10.11 5.78
H -14.02 -8.72 6.84
H -15.36 -9.90 6.67
H -15.15 -11.93 8.09
C -11.33 -19.94 3.44
C -12.60 -19.89 4.27
C -13.76 -19.03 3.71
O -13.16 -21.23 4.38
H -10.62 -20.58 3.87
H -10.93 -18.93 3.49
H -11.38 -20.05 2.32
H -12.28 -19.58 5.27
H -14.18 -18.30 4.40
H -14.51 -19.66 3.21
H -13.41 -18.38 2.89
H -12.54 -21.79 4.78
C -19.47 -11.40 3.12
C -19.70 -12.64 3.96
C -20.92 -12.55 4.87
O -19.76 -13.67 2.95
H -19.41 -10.52 3.81
H -20.17 -11.17 2.34
H -18.49 -11.43 2.60
H -18.75 -12.70 4.50
H -20.98 -11.54 5.39
H -20.88 -13.30 5.59
H -21.86 -12.59 4.28
H -19.80 -14.55 3.30
C -14.59 -14.82 3.79
C -14.47 -13.59 4.59
C -15.74 -12.79 4.71
O -14.04 -13.88 5.92
H -13.67 -15.37 3.68
H -14.88 -14.54 2.78
H -15.35 -15.55 4.16
H -13.81 -12.88 4.09
H -15.99 -12.43 3.70
H -15.57 -11.92 5.35
H -16.46 -13.39 5.22
H -13.96 -13.05 6.44
C -16.17 -6.95 4.21
C -16.38 -8.17 3.25
C -17.19 -7.71 2.11
O -15.19 -8.83 2.76
H -17.14 -6.58 4.61
H -15.68 -6.15 3.63
H -15.50 -7.34 4.97
H -16.84 -8.98 3.79
H -18.19 -7.38 2.36
H -17.39 -8.56 1.44
H -16.80 -6.89 1.50
H -14.60 -8.30 2.21
*
```

Entry from the OMol25 dataset: a single C5H7N molecule at a distorted geometry (wB97M-V/def2-TZVPD).

As for the SMILES: C1=C[C@@H]2CN2C1. The lowest unoccupied orbital energy comes out at 1.044 eV. Its energy above the lowest of the compared OMol25 structures with the same formula, charge and spin is 467.4 kJ/mol. For the strongest force on any atom, the calculation gives 6.81 eV/Å. For the HOMO-LUMO gap, the calculation gives 9.45 eV.

Structure (ORCA input):
```
! RIJCOSX wB97M-V def2-TZVPD def2/J DEFGRID3
* xyz 0 1
C -1.46 -0.06 -0.14
C -0.75 -1.19 -0.06
C 0.64 -0.78 -0.62
C 1.45 0.05 0.48
N 0.70 0.79 -0.55
C -0.58 1.22 -0.11
H -2.33 0.04 0.22
H -1.16 -2.13 0.40
H 1.30 -0.93 -1.61
H 1.13 -0.32 1.54
H 2.61 -0.30 0.11
H -0.61 1.47 0.95
H -0.94 2.15 -0.60
*
```

Entry from the OMol25 dataset: a molecular structure, C19H35AsGe2N7S5Y (wB97M-V/def2-TZVPD).

The lowest unoccupied orbital energy comes out at -0.601 eV. Its energy above the lowest of the compared OMol25 structures with the same formula, charge and spin is 342.8 kJ/mol. For the strongest force on any atom, the calculation gives 0.45 eV/Å. For the HOMO-LUMO gap, the calculation gives 5.60 eV.

Structure (ORCA input):
```
! RIJCOSX wB97M-V def2-TZVPD def2/J DEFGRID3
* xyz 0 1
Y 1.07 -0.68 -0.65
C -0.97 1.98 -5.10
C -0.55 0.85 -4.16
Ge 0.41 1.40 -2.50
C 1.99 2.46 -3.15
C 1.72 3.95 -3.40
C -0.73 2.79 -1.67
C -1.04 2.84 -0.36
Ge -0.60 1.26 0.76
C -0.22 2.00 2.61
C -1.10 1.64 3.81
C -2.39 0.27 0.67
C -3.17 -0.12 1.92
C -1.79 3.99 0.21
C -2.75 3.80 1.21
C -3.46 4.87 1.74
C -3.20 6.16 1.30
C -2.24 6.37 0.33
C -1.54 5.30 -0.21
H -1.51 1.61 -5.97
H -0.10 2.53 -5.47
H -1.61 2.70 -4.59
H 0.10 0.14 -4.69
H -1.43 0.27 -3.85
H 2.34 1.98 -4.07
H 2.80 2.36 -2.43
H 0.93 4.10 -4.14
H 2.61 4.47 -3.75
H 1.39 4.44 -2.48
H -1.10 3.61 -2.30
H -0.21 3.08 2.49
H 0.82 1.72 2.82
H -2.09 2.08 3.72
H -0.67 2.01 4.75
H -1.25 0.56 3.92
H -2.21 -0.64 0.08
H -3.02 0.89 0.03
H -2.59 -0.73 2.61
H -4.07 -0.69 1.67
H -3.50 0.75 2.49
H -2.95 2.79 1.56
H -4.20 4.69 2.50
H -3.75 6.99 1.72
H -2.03 7.37 -0.02
H -0.78 5.47 -0.96
S 3.36 -1.42 -2.01
As 2.28 -3.30 -2.14
S 2.95 -3.60 0.10
S 0.20 -2.88 -2.05
S 2.96 -4.90 -3.27
C 3.20 -9.05 0.37
N 2.51 -7.81 0.71
C 2.93 -6.61 0.34
N 4.06 -6.46 -0.32
S 1.92 -5.26 0.78
H 2.69 -9.87 0.86
H 4.23 -9.02 0.73
H 3.18 -9.22 -0.71
H 1.64 -7.86 1.21
H 4.53 -7.25 -0.72
H 4.24 -5.56 -0.77
N 1.15 -0.99 4.39
N 0.51 -1.58 3.31
N -0.49 -2.41 3.44
C -0.74 -2.72 2.17
N 0.10 -2.09 1.34
N 0.90 -1.37 2.09
H 0.48 -1.00 5.15
H 1.33 -0.03 4.13
H -1.52 -3.38 1.85
*
```

Entry from the OMol25 dataset: 2 unconnected molecules or ions with the total composition H5NOS2Si at a distorted geometry (wB97M-V/def2-TZVPD).

As for the SMILES: [H]/N=[SiH]/OS.S. The lowest unoccupied orbital energy comes out at 0.184 eV. Its energy above the lowest of the compared OMol25 structures with the same formula, charge and spin is 267.5 kJ/mol. For the strongest force on any atom, the calculation gives 2.09 eV/Å. For the HOMO-LUMO gap, the calculation gives 9.46 eV.

Structure (ORCA input):
```
! RIJCOSX wB97M-V def2-TZVPD def2/J DEFGRID3
* xyz 0 1
H 1.99 -0.96 -0.29
N 1.64 -0.03 -0.02
Si 1.41 1.13 -1.13
O -0.03 1.92 -1.21
S -1.24 1.82 -0.04
H 2.13 1.93 -2.10
H -2.15 2.31 -0.84
S -1.83 -2.80 2.15
H -1.30 -3.20 0.97
H -0.63 -2.12 2.51
*
```

> What is the lowest unoccupied orbital energy in the third record?

1.044 eV